# 1
{"formula": "C4H12OSi", "method": "ωB97M-V/def2-TZVPD", "molar_mass_g_mol": 104.22, "relative_energy_kcal_mol": 68.5, "total_charge": 0, "spin_multiplicity": 1, "e_homo_ev": -9.7526, "species": ["C", "C", "O", "Si", "C", "C", "H", "H", "H", "H", "H", "H", "H", "H", "H", "H", "H", "H"], "coordinates": [[2.034564, 0.386438, 0.664821], [0.998514, -0.642342, 0.135043], [1.186755, -0.896664, -1.281853], [-0.722139, 0.065135, 0.378239], [-0.768311, 1.402944, -0.939642], [-2.032078, -1.339259, 0.279511], [1.969299, 1.312638, 0.104494], [1.891557, 0.497835, 1.742484], [3.080894, -0.133830, 0.518213], [1.106078, -1.703904, 0.612359], [2.066679, -1.356465, -1.519974], [-0.438046, 0.549755, 1.903684], [-0.911504, 1.098839, -1.947975], [-1.536922, 2.198090, -0.765946], [0.143760, 2.147562, -0.895778], [-2.979648, -0.969404, 0.506161], [-2.029374, -1.732812, -0.762689], [-1.950838, -2.185239, 0.908412]], "forces_ev_per_a": [[1.575, -2.817, -0.240], [1.157, -1.856, -0.162], [1.499, -0.598, -0.808], [0.707, -0.682, 1.423], [0.370, 3.359, 1.390], [1.421, 0.810, -1.746], [0.133, 0.108, 0.125], [0.095, 0.345, -0.192], [-1.678, 1.374, 0.209], [-0.114, 2.004, -0.083], [-2.005, 1.169, 1.089], [-0.941, -0.190, -1.703], [0.113, -0.615, -0.769], [-0.018, -0.874, 0.029], [-1.212, -1.975, -0.078], [-1.828, 0.840, 0.060], [-0.091, 0.372, 0.550], [0.816, -0.774, 0.907]]}

=====

# 2
{"formula": "C36H76NO16", "method": "ωB97M-V/def2-TZVPD", "molar_mass_g_mol": 779.00, "total_charge": 1, "spin_multiplicity": 1, "e_homo_ev": -10.7625, "species": ["N", "H", "H", "H", "H", "O", "C", "O", "C", "C", "C", "H", "H", "H", "H", "H", "H", "H", "H", "O", "C", "O", "C", "C", "C", "H", "H", "H", "H", "H", "H", "H", "H", "O", "C", "O", "C", "C", "C", "H", "H", "H", "H", "H", "H", "H", "H", "O", "C", "O", "C", "C", "C", "H", "H", "H", "H", "H", "H", "H", "H", "O", "C", "O", "C", "C", "C", "H", "H", "H", "H", "H", "H", "H", "H", "O", "C", "O", "C", "C", "C", "H", "H", "H", "H", "H", "H", "H", "H", "C", "C", "O", "C", "H", "H", "H", "H", "H", "H", "C", "C", "O", "C", "H", "H", "H", "H", "H", "H", "C", "C", "O", "C", "H", "H", "H", "H", "H", "H", "C", "C", "O", "C", "H", "H", "H", "H", "H", "H"], "coordinates": [[-0.441713, 0.002178, -0.088109], [-0.745713, -1.001822, 0.131891], [-1.258713, 0.610178, 0.175891], [-0.371713, 0.066178, -1.211109], [0.375287, 0.296178, 0.340891], [-1.939713, -0.273822, 1.264891], [-2.576713, -0.623822, 2.293891], [-3.880713, -0.897822, 2.350891], [-4.676713, -0.729822, 1.280891], [-5.875713, -1.605822, 1.410891], [-1.821713, -0.893822, 3.605891], [-4.257713, -1.041822, 0.208891], [-5.014713, 0.314178, 1.055891], [-6.590713, -1.785822, 0.610891], [-6.291713, -1.266822, 2.339891], [-5.447713, -2.507822, 1.658891], [-2.261713, -0.395822, 4.452891], [-0.706713, -0.713822, 3.608891], [-2.057713, -1.857822, 4.054891], [2.638287, 0.550178, 1.131891], [3.389287, 1.322178, 1.672891], [4.653287, 1.041178, 2.166891], [5.131287, -0.265822, 2.180891], [6.400287, -0.295822, 3.177891], [2.908287, 2.698178, 1.995891], [5.495287, -0.549822, 1.155891], [4.323287, -0.940822, 2.652891], [7.204287, -1.044822, 3.114891], [6.308287, 0.068178, 4.082891], [7.152287, 0.420178, 2.921891], [2.891287, 2.783178, 3.083891], [2.151287, 2.897178, 1.464891], [3.703287, 3.388178, 1.631891], [-0.247713, -3.025822, -1.146109], [0.616287, -3.496822, -1.908109], [1.986287, -3.550822, -1.596109], [2.415287, -2.989822, -0.354109], [4.023287, -3.206822, -0.367109], [0.345287, -4.256822, -3.017109], [1.917287, -3.620822, 0.494891], [2.003287, -2.040822, -0.575109], [4.329287, -4.395822, -0.384109], [4.376287, -2.707822, 0.581891], [4.399287, -2.701822, -1.329109], [-0.620713, -4.541822, -3.413109], [0.957287, -5.362822, -3.089109], [0.551287, -3.530822, -3.885109], [-0.222713, 2.709178, -1.407109], [0.110287, 3.288178, -2.463109], [1.176287, 3.993178, -2.590109], [2.036287, 4.056178, -1.500109], [3.270287, 4.883178, -1.761109], [-0.519713, 3.052178, -3.744109], [2.458287, 3.125178, -1.138109], [1.667287, 4.398178, -0.509109], [4.130287, 4.812178, -1.055109], [2.843287, 5.980178, -1.974109], [3.943287, 4.458178, -2.671109], [-0.103713, 3.773178, -4.614109], [-1.658713, 3.259178, -3.572109], [-0.509713, 1.972178, -3.855109], [-2.119713, 4.452178, -3.925109], [-3.282713, 4.036178, -3.586109], [-3.591713, 3.511178, -2.473109], [-2.787713, 3.371178, -1.343109], [-3.268713, 2.360178, -0.344109], [-4.329713, 4.086178, -4.611109], [-2.498713, 4.289178, -0.908109], [-1.985713, 2.833178, -1.585109], [-2.735713, 2.358178, 0.472891], [-2.977713, 1.272178, -0.786109], [-4.321713, 2.455178, -0.185109], [-4.331713, 3.074178, -4.951109], [-3.873713, 4.530178, -5.473109], [-5.149713, 4.437178, -4.376109], [-0.606713, -1.848822, 2.648891], [-0.215713, -2.519822, 3.567891], [0.623287, -1.970822, 4.473891], [1.274287, -0.764822, 4.231891], [1.961287, -0.278822, 5.453891], [-0.561713, -3.800822, 3.869891], [0.641287, -0.083822, 3.713891], [2.134287, -0.819822, 3.389891], [2.516287, -1.111822, 5.722891], [1.148287, 0.078178, 6.066891], [2.726287, 0.599178, 5.199891], [0.347287, -4.290822, 3.892891], [-0.975713, -4.251822, 3.129891], [-1.054713, -4.085822, 4.825891], [-1.246713, 2.865178, 3.589891], [-0.176713, 2.672178, 2.588891], [0.594287, 1.469178, 2.521891], [0.001287, 3.711178, 1.518891], [-1.154713, 1.966178, 4.351891], [-2.211713, 2.854178, 2.986891], [-1.449713, 3.822178, 4.140891], [0.313287, 4.762178, 2.116891], [-0.857713, 3.782178, 0.690891], [0.847287, 3.345178, 0.944891], [2.647287, -0.476822, -4.085109], [3.086287, 0.115178, -2.668109], [2.098287, 0.504178, -1.843109], [4.519287, 0.277178, -2.247109], [1.512287, -0.616822, -4.179109], [3.265287, -1.270822, -4.060109], [3.164287, 0.080178, -4.948109], [4.761287, -0.078822, -1.179109], [4.754287, 1.372178, -2.408109], [5.319287, -0.230822, -2.932109], [-1.628713, -3.999822, 0.573891], [-2.809713, -4.709822, -0.009109], [-3.956713, -4.086822, -0.033109], [-2.443713, -5.999822, -0.624109], [-2.164713, -3.007822, 0.835891], [-0.916713, -3.695822, -0.107109], [-1.168713, -4.204822, 1.516891], [-3.496713, -6.389822, -0.719109], [-1.827713, -6.884822, -0.208109], [-2.035713, -5.704822, -1.474109], [-2.659713, -1.688822, -2.420109], [-1.911713, -0.430822, -2.756109], [-0.672713, -0.276822, -2.323109], [-2.478713, 0.530178, -3.763109], [-3.456713, -2.016822, -3.306109], [-3.390713, -1.772822, -1.368109], [-2.007713, -2.529822, -2.171109], [-1.919713, 1.409178, -3.627109], [-3.315713, 0.628178, -3.456109], [-2.407713, -0.102822, -4.718109]], "forces_ev_per_a": [[-0.895, -0.335, -3.246], [1.294, 2.124, -0.392], [2.071, -0.703, -0.691], [0.911, 0.093, 3.203], [2.124, 0.542, 1.430], [-6.316, -1.183, 6.017], [2.165, 0.173, -0.633], [2.063, 0.066, 1.871], [-1.716, 0.919, -6.954], [-0.302, 0.861, 1.256], [-3.790, 3.739, 3.574], [0.229, 0.572, 2.428], [0.672, -0.372, 0.847], [0.263, 0.716, -0.104], [-1.268, 0.016, 0.364], [0.633, -2.596, 0.356], [-1.150, 1.882, 0.224], [-3.625, 2.458, 0.986], [-0.572, -0.103, -0.525], [1.481, -0.739, -0.116], [-0.612, -0.702, 0.411], [-1.349, 1.626, -0.356], [1.441, -2.017, 1.714], [1.026, -0.793, -5.413], [8.297, -0.657, 2.973], [-0.702, -0.154, 0.959], [1.192, 0.670, -1.288], [-1.415, -1.222, 0.169], [-1.672, 0.835, 5.049], [0.056, 1.617, -1.455], [-0.528, 0.270, -0.216], [-5.394, 1.036, -2.938], [-0.167, -0.165, 0.478], [3.818, 1.360, -3.581], [1.079, 1.047, 6.160], [-2.608, -1.222, -1.813], [1.022, -2.764, 0.274], [-1.224, -0.633, -0.157], [1.203, -4.113, -6.627], [0.836, 1.616, -1.241], [0.423, 1.926, 1.766], [-0.993, 3.185, 0.091], [0.095, -0.601, -1.214], [-0.253, -0.761, 1.649], [-0.931, 0.232, 1.398], [-1.150, 3.648, 0.084], [0.832, -1.297, 0.650], [1.319, 1.092, -1.156], [-0.968, -3.091, 1.170], [1.888, 1.720, 0.362], [2.664, -0.135, 3.231], [1.121, 1.591, -3.254], [0.475, -0.728, -1.187], [-0.613, -1.234, -0.817], [-0.946, 0.452, -1.111], [-1.446, 0.420, 0.506], [1.825, -2.123, 0.350], [-2.168, 1.164, 1.260], [-1.033, -2.271, 2.039], [4.135, -1.812, -0.268], [1.469, 0.096, -0.734], [-6.725, 3.028, 1.372], [3.064, 3.969, -2.792], [-2.692, -0.965, 1.166], [-0.918, -0.063, 1.382], [-2.717, -2.593, -5.570], [8.115, -3.701, -2.738], [-0.007, 1.314, 0.230], [3.399, -0.674, -1.599], [2.689, 0.553, 4.601], [-1.299, 2.207, 0.825], [-0.703, -0.356, 0.511], [-0.978, -1.182, -0.161], [-0.034, 0.914, -0.251], [-8.155, 3.177, 2.398], [5.655, -5.982, -5.284], [3.317, 3.629, -1.190], [-0.172, -1.678, 0.762], [3.091, 0.972, -3.928], [0.118, 3.043, -1.594], [0.031, -2.189, 5.552], [-0.282, 0.787, 0.343], [-1.737, -0.821, 1.467], [1.044, -1.293, 1.690], [0.427, -0.023, 1.204], [-1.845, -1.812, 0.487], [2.270, -1.314, 0.602], [-3.412, -2.514, -4.321], [0.222, 0.771, -0.483], [-1.226, -1.837, 1.656], [3.537, -5.743, -1.046], [-5.485, 7.861, 0.648], [0.098, 1.520, 0.075], [-0.690, 1.892, -1.533], [0.885, -0.669, 0.596], [1.214, -0.579, -0.579], [-1.152, -2.587, -1.939], [1.587, 0.137, 2.356], [-0.616, 0.608, -0.245], [-0.506, 3.994, 0.936], [-6.477, 1.891, 2.568], [5.531, -2.132, -4.163], [2.178, -0.334, -0.517], [2.023, 0.186, 0.199], [1.279, -3.888, -0.323], [-1.225, -0.170, 1.228], [-0.796, 0.872, -1.564], [-0.267, -0.991, 0.644], [-1.745, 0.585, 0.986], [-4.494, 2.778, 2.757], [-1.647, 3.017, 2.234], [4.652, -3.462, -0.530], [-4.517, -3.534, 3.396], [1.147, -0.941, -0.246], [0.666, -0.750, -0.370], [-0.055, -1.287, 0.053], [1.129, -0.433, -0.999], [-0.673, 2.196, 0.196], [1.710, 0.849, -4.412], [-3.958, -1.548, 0.670], [4.630, -0.636, 1.242], [-5.864, -1.228, -5.719], [9.938, -4.232, -2.669], [2.154, 1.025, 2.248], [2.045, 0.998, -2.912], [0.152, 0.373, -0.444], [0.258, 0.703, -0.836], [-11.339, 1.495, 2.926], [-0.161, 1.559, 0.934]]}

=====

# 3
{"formula": "C4H8", "method": "ωB97M-V/def2-TZVPD", "molar_mass_g_mol": 56.11, "relative_energy_kcal_mol": 32.0, "total_charge": 0, "spin_multiplicity": 1, "e_homo_ev": -9.9951, "species": ["C", "C", "H", "H", "H", "H", "C", "C", "H", "H", "H", "H"], "coordinates": [[-0.740131, -1.278828, -1.462500], [-0.536860, -1.816194, -0.268300], [0.066771, -1.148794, -2.171547], [-1.719555, -0.918753, -1.741637], [0.430378, -2.182396, 0.046678], [-1.347249, -1.933508, 0.439818], [1.102068, 1.121305, 1.081201], [0.186598, 1.963261, 0.626887], [1.284247, 0.157952, 0.629758], [1.690828, 1.383576, 1.952520], [-0.351744, 1.786595, -0.296037], [-0.065349, 2.865779, 1.163155]], "forces_ev_per_a": [[0.123, 0.005, 0.326], [-0.143, -0.058, -0.164], [-0.018, -0.030, -0.059], [-0.058, 0.014, -0.119], [0.087, 0.005, -0.034], [-0.005, 0.032, 0.020], [-0.078, 0.280, 0.197], [0.027, -0.165, -0.122], [0.141, 0.057, -0.223], [-0.099, -0.174, 0.113], [-0.149, -0.185, 0.107], [0.170, 0.218, -0.043]]}

=====

# 4
{"formula": "C2H2ClO4", "method": "ωB97M-V/def2-TZVPD", "molar_mass_g_mol": 125.49, "relative_energy_kcal_mol": 7.6, "total_charge": -1, "spin_multiplicity": 1, "e_homo_ev": -4.6632, "species": ["O", "C", "O", "C", "O", "O", "Cl", "H", "H"], "coordinates": [[-1.300245, 1.060517, 0.940654], [-1.003811, 0.736780, -0.195743], [-1.542391, 0.818843, -1.294528], [0.571215, -0.136765, -0.033237], [0.826569, -1.068859, -1.025839], [0.566037, -0.804136, 1.249928], [2.001121, 0.994625, 0.235113], [0.071714, -1.303592, -1.545030], [-0.190211, -0.297416, 1.668682]], "forces_ev_per_a": [[-0.740, 0.466, 1.103], [2.052, -1.196, -0.263], [0.599, -0.296, 0.034], [-1.666, -0.773, 0.943], [1.787, 0.529, 0.779], [-1.682, 1.024, -1.146], [-0.063, 0.135, -1.023], [-1.102, 0.549, -0.198], [0.814, -0.438, -0.228]]}

=====

> What is the formula in the fourth record?

C2H2ClO4